Below is a molecular structure, C45H64BrN2O2PbSb2, with properties calculated with ωB97M-V/def2-TZVPD.

Each line ends with the Mulliken charge.
Element x y z (Å)
Pb -0.904 -0.927 0.197  1.006
C -2.844 2.700 6.771  -1.842
C -2.174 3.394 5.538  1.968
C -1.201 4.398 6.085  -1.589
C -3.297 4.177 4.807  -1.837
C -1.521 2.390 4.594  -0.211
C -1.728 2.326 3.226  -0.056
C -1.147 1.327 2.418  -0.900
N -1.147 1.333 1.056  -0.722
C -1.229 2.339 0.185  -0.302
C -1.208 3.716 0.517  0.074
C -1.425 4.658 -0.455  -1.078
C -1.850 4.153 -1.783  -0.207
C -1.819 2.864 -2.239  -0.405
C -1.251 1.965 -1.261  0.692
O -0.869 0.770 -1.534  -0.449
C -2.357 2.507 -3.712  1.855
C -2.528 1.037 -3.932  -1.990
C -3.773 3.177 -3.896  -1.773
C -1.328 3.041 -4.775  -1.512
C -1.333 6.110 -0.224  2.003
C -2.697 6.714 -0.517  -1.805
C -0.272 6.732 -1.094  -1.588
C -0.914 6.416 1.302  -2.014
C -0.455 0.239 3.029  1.055
O -0.009 -0.710 2.276  -0.784
C -0.146 0.322 4.429  -0.774
C -0.768 1.330 5.194  0.110
C 0.586 -0.863 5.061  2.151
C -0.371 -2.043 4.925  -1.275
C 0.967 -0.608 6.557  -2.178
C 1.953 -1.166 4.337  -1.314
H -3.520 3.468 7.199  0.445
H -2.214 2.296 7.542  0.373
H -3.552 1.866 6.566  0.368
H -1.663 5.113 6.757  0.447
H -0.778 5.038 5.312  0.311
H -0.335 3.957 6.542  0.324
H -3.834 4.730 5.521  0.539
H -4.054 3.477 4.402  0.401
H -2.930 4.699 3.986  0.084
H -2.335 3.101 2.773  1.043
H -0.802 4.074 1.469  1.097
H -2.195 4.880 -2.514  0.549
H -3.154 0.576 -3.166  0.384
H -1.568 0.521 -4.006  0.153
H -3.074 0.764 -4.855  0.505
H -4.481 2.754 -3.194  0.392
H -4.078 2.903 -4.911  0.485
H -3.640 4.230 -3.801  0.428
H -0.352 2.519 -4.658  0.290
H -1.138 4.119 -4.713  0.312
H -1.589 2.766 -5.825  0.434
H -2.953 6.744 -1.580  0.396
H -2.661 7.793 -0.322  0.481
H -3.432 6.281 0.090  0.410
H -0.327 6.428 -2.158  0.284
H 0.721 6.351 -0.771  0.396
H -0.248 7.830 -0.953  0.416
H -1.625 5.958 2.025  0.224
H -0.933 7.464 1.428  0.568
H 0.105 6.116 1.458  0.457
H -0.626 1.284 6.262  0.334
H -1.367 -1.875 5.290  0.332
H 0.009 -2.916 5.431  0.448
H -0.515 -2.293 3.881  -0.006
H 0.135 -0.334 7.211  0.477
H 1.691 0.117 6.732  0.483
H 1.343 -1.508 7.000  0.437
H 1.830 -1.091 3.253  -0.076
H 2.280 -2.203 4.590  0.407
H 2.708 -0.428 4.628  0.415
C 1.318 -5.773 -6.588  -1.242
Sb 0.935 -5.693 -4.469  0.721
C 1.831 -7.622 -4.165  -1.325
C 2.867 -4.680 -4.099  -1.476
C 3.528 -5.153 -2.799  0.726
C 4.588 -6.097 -2.912  -0.974
C 5.146 -6.704 -1.777  -0.690
C 4.641 -6.357 -0.513  -1.102
C 3.635 -5.431 -0.446  0.044
C 3.051 -4.872 -1.527  1.132
C 1.760 -4.058 -1.356  0.050
Sb 1.681 -2.639 0.304  0.684
C 3.606 -2.358 1.047  -1.363
C 1.000 -4.030 1.830  -0.928
H 2.430 -5.996 -6.832  0.324
H 0.894 -4.913 -7.066  0.325
H 0.804 -6.703 -6.881  0.376
H 2.769 -7.662 -4.704  0.342
H 1.139 -8.369 -4.552  0.420
H 1.946 -7.895 -3.118  0.342
H 2.700 -3.527 -4.044  0.305
H 3.493 -4.989 -4.955  0.651
H 4.898 -6.461 -3.859  0.431
H 5.935 -7.437 -1.932  0.394
H 5.029 -6.895 0.395  0.346
H 3.287 -5.158 0.537  0.103
H 0.958 -4.767 -1.151  0.517
H 1.558 -3.512 -2.295  -0.900
H 3.638 -2.028 2.088  0.340
H 4.076 -1.601 0.445  0.474
H 4.120 -3.284 0.966  0.482
H 1.864 -4.702 2.131  0.339
H 0.275 -4.695 1.377  0.511
H 0.443 -3.546 2.621  0.080
Br -2.169 -3.034 -5.585  -0.080
C -0.762 -2.058 -4.787  -0.695
C 0.235 -1.441 -5.579  -0.092
C 1.275 -0.719 -4.977  -1.047
C 1.178 -0.664 -3.574  -0.384
N 0.335 -1.361 -2.820  0.618
C -0.618 -2.029 -3.416  -0.041
H 0.198 -1.484 -6.683  0.492
H 2.116 -0.330 -5.548  0.506
H 1.873 -0.076 -2.994  0.348
H -1.294 -2.581 -2.745  0.358

Atoms 1-3, force components in eV/Å:
Pb -0.2 0.0 -0.3
C -1.7 0.1 -0.5
C -1.4 -0.5 -0.1

**Spin multiplicity**: 1
**Total charge**: +1
**LUMO energy (spin up / spin down)**: -4.51 / -4.49 eV
**HOMO (spin up / spin down)**: -9.917 / -9.929 eV